Entry 1:
# C38H105N25O16

A 16-piece molecular cluster, C38H105N25O16 overall (ωB97M-V with the def2-TZVPD basis set, the Open Molecules 2025 dataset).

```
! RIJCOSX wB97M-V def2-TZVPD def2/J DEFGRID3
* xyz 0 1
O 1.62 0.64 -0.26
H 1.35 0.72 0.67
H 2.29 1.33 -0.30
O 2.03 -1.39 4.39
H 2.38 -1.20 3.53
H 2.40 -2.22 4.68
C -4.91 -4.18 -2.16
C -4.10 -2.99 -2.48
C -4.03 -2.20 -1.12
C -3.04 -1.04 -1.22
C -1.65 -1.53 -1.57
C -1.71 -2.42 -2.82
N -2.76 -3.45 -2.78
O -2.68 -4.24 -3.98
C -1.73 -1.47 -4.06
C -0.37 -3.19 -2.98
C -4.77 -2.17 -3.57
H -5.89 -3.91 -1.80
H -4.36 -4.67 -1.36
H -5.08 -4.81 -3.02
H -5.04 -1.87 -0.78
H -3.71 -2.92 -0.34
H -2.98 -0.51 -0.28
H -3.36 -0.30 -1.98
H -1.24 -2.14 -0.76
H -0.89 -0.75 -1.75
H -2.44 -0.64 -3.89
H -0.76 -1.07 -4.17
H -1.93 -2.00 -4.97
H 0.42 -2.48 -2.73
H -0.42 -3.99 -2.22
H -0.25 -3.56 -3.98
H -5.84 -2.03 -3.23
H -4.83 -2.69 -4.55
H -4.27 -1.23 -3.61
H -2.50 -5.11 -3.65
C 6.31 -1.80 -6.18
C 4.89 -1.53 -5.75
C 4.03 -2.79 -6.01
C 4.16 -3.87 -4.96
C 3.90 -3.23 -3.52
C 4.84 -2.04 -3.23
N 4.65 -1.03 -4.38
O 5.38 0.15 -4.15
C 4.34 -1.40 -1.97
C 6.29 -2.59 -3.00
C 4.38 -0.53 -6.74
H 6.85 -2.56 -5.63
H 6.96 -0.94 -6.19
H 6.30 -2.03 -7.25
H 3.00 -2.49 -5.99
H 4.38 -2.97 -7.02
H 5.19 -4.33 -5.04
H 3.38 -4.60 -5.08
H 4.07 -3.99 -2.73
H 2.87 -2.85 -3.45
H 3.29 -1.19 -2.12
H 4.34 -2.22 -1.25
H 4.84 -0.47 -1.76
H 6.41 -3.35 -3.73
H 7.03 -1.77 -3.09
H 6.33 -3.06 -2.03
H 3.36 -0.20 -6.49
H 4.29 -0.97 -7.71
H 5.03 0.34 -6.81
H 6.28 -0.08 -3.95
C -6.89 3.96 6.15
C -7.01 2.79 5.19
C -7.35 3.37 3.80
C -7.19 2.37 2.64
C -5.75 1.86 2.62
C -5.31 1.22 3.98
N -5.66 2.18 5.03
O -5.33 1.49 6.24
C -5.89 -0.23 4.07
C -3.80 1.13 3.88
C -8.15 1.87 5.63
H -6.71 3.55 7.14
H -7.85 4.51 6.15
H -6.19 4.71 5.82
H -8.38 3.78 3.84
H -6.63 4.19 3.59
H -7.38 2.91 1.72
H -7.86 1.51 2.71
H -5.07 2.74 2.43
H -5.52 1.13 1.82
H -5.45 -0.72 4.91
H -7.00 -0.28 4.04
H -5.47 -0.69 3.21
H -3.40 0.44 4.62
H -3.62 0.80 2.84
H -3.42 2.19 3.97
H -8.18 1.75 6.72
H -8.20 0.93 5.06
H -9.13 2.39 5.49
H -4.57 1.93 6.65
C -0.16 -6.53 0.54
O 1.07 -6.44 0.60
N -0.85 -7.73 0.42
N -0.95 -5.38 0.68
H -1.77 -7.81 0.79
H -0.20 -8.51 0.46
H -0.50 -4.47 0.60
H -1.93 -5.46 0.47
C 2.38 3.74 0.24
O 3.28 2.99 -0.04
N 2.24 4.19 1.57
N 1.55 4.32 -0.68
H 2.66 3.64 2.32
H 1.35 4.55 1.89
H 0.72 4.57 -0.18
H 1.59 3.78 -1.52
C 6.18 3.65 -2.04
O 7.20 3.62 -2.67
N 5.17 2.66 -2.13
N 5.89 4.66 -1.08
H 5.16 2.10 -2.96
H 4.30 2.79 -1.66
H 5.05 4.57 -0.50
H 6.69 5.05 -0.60
C 1.92 -3.04 1.07
O 0.70 -3.07 0.77
N 2.63 -4.08 1.57
N 2.67 -1.91 0.94
H 3.57 -3.88 1.82
H 2.37 -5.05 1.45
H 3.67 -1.99 1.11
H 2.38 -1.13 0.34
C 1.32 1.46 -3.46
O 0.38 2.17 -3.02
N 2.24 1.88 -4.40
N 1.57 0.16 -3.09
H 3.05 1.30 -4.59
H 2.17 2.82 -4.77
H 1.16 -0.33 -2.30
H 2.24 -0.39 -3.63
C 3.22 2.68 4.66
O 2.17 3.35 4.65
N 4.43 3.24 4.28
N 3.18 1.32 5.08
H 4.35 4.26 4.24
H 5.33 2.80 4.32
H 3.86 0.72 4.66
H 2.24 1.04 5.31
C -1.48 5.63 1.61
O -0.60 4.77 1.50
N -1.48 6.68 2.56
N -2.58 5.70 0.78
H -1.94 7.57 2.36
H -0.58 6.77 2.98
H -2.91 4.85 0.30
H -3.32 6.16 1.29
C 0.16 1.04 3.26
O 1.22 0.78 2.74
N -0.54 2.25 2.93
N -0.49 0.23 4.14
H -0.02 2.95 2.41
H -1.41 2.52 3.35
H -1.29 0.61 4.65
H 0.01 -0.61 4.31
C -1.96 -2.06 2.75
O -2.92 -1.62 3.40
N -1.07 -2.92 3.25
N -1.57 -1.58 1.49
H -1.15 -3.43 4.11
H -0.45 -3.29 2.55
H -0.69 -1.83 1.05
H -1.89 -0.65 1.19
C 5.65 0.29 1.67
O 5.95 -0.80 2.25
N 4.52 0.93 1.99
N 6.36 0.86 0.70
H 3.74 0.44 2.44
H 4.23 1.71 1.39
H 7.24 0.51 0.38
H 6.00 1.61 0.09
C -2.62 2.67 -1.36
O -3.42 3.30 -0.67
N -1.50 2.21 -0.76
N -2.62 2.43 -2.74
H -0.80 1.75 -1.31
H -1.33 2.33 0.22
H -1.85 2.04 -3.22
H -3.47 2.62 -3.23
*
```



Entry 2:
# C38H109F3N9O15S

A 11-piece molecular cluster, C38H109F3N9O15S overall (ωB97M-V with the def2-TZVPD basis set, the Open Molecules 2025 dataset).

```
! RIJCOSX wB97M-V def2-TZVPD def2/J DEFGRID3
* xyz 7 1
C 3.65 -6.27 1.01
C 4.45 -6.07 -0.28
C 5.76 -5.27 -0.37
O 6.01 -5.15 -1.71
C 6.29 -3.79 -2.24
N 4.77 -7.44 -0.88
H 4.72 -7.37 -1.87
H 5.71 -7.75 -0.55
H 4.08 -8.12 -0.44
H 2.86 -6.94 0.69
H 3.15 -5.29 1.22
H 4.16 -6.60 1.90
H 3.73 -5.62 -0.95
H 6.55 -5.92 0.05
H 5.80 -4.31 0.15
H 5.59 -3.10 -1.72
H 6.19 -3.77 -3.29
H 7.33 -3.56 -1.93
C 2.36 -2.39 -10.10
C 2.91 -1.88 -8.80
C 2.27 -2.38 -7.51
O 3.05 -1.93 -6.39
C 2.62 -2.63 -5.19
N 4.35 -2.25 -8.70
H 4.47 -3.28 -8.74
H 4.78 -1.87 -9.54
H 4.79 -1.97 -7.82
H 3.04 -2.22 -10.93
H 1.42 -1.99 -10.47
H 2.33 -3.47 -10.07
H 2.95 -0.77 -8.81
H 2.24 -3.52 -7.48
H 1.26 -1.97 -7.45
H 2.98 -3.65 -5.26
H 1.52 -2.59 -5.07
H 3.10 -2.19 -4.32
C -2.34 -0.86 6.06
C -1.66 -1.52 4.88
C -1.89 -3.05 4.80
O -1.56 -3.41 3.49
C -1.26 -4.80 3.23
N -2.18 -0.91 3.58
H -1.80 -1.55 2.86
H -3.19 -0.99 3.55
H -1.80 0.04 3.39
H -3.41 -0.97 6.05
H -2.12 0.19 6.12
H -1.93 -1.24 6.98
H -0.58 -1.31 4.78
H -2.90 -3.35 5.05
H -1.29 -3.60 5.57
H -0.70 -4.84 2.29
H -2.13 -5.47 3.31
H -0.57 -5.08 4.03
C -3.70 -7.27 0.36
C -3.86 -6.81 -1.05
C -4.80 -5.64 -1.30
O -4.12 -4.40 -1.08
C -5.06 -3.31 -0.80
N -2.53 -6.58 -1.66
H -1.41 -5.58 -0.94
H -1.99 -7.41 -1.48
H -2.59 -6.44 -2.67
H -4.71 -7.52 0.69
H -3.09 -6.64 1.03
H -3.15 -8.23 0.33
H -4.42 -7.64 -1.52
H -5.67 -5.74 -0.60
H -5.22 -5.68 -2.33
H -4.44 -2.39 -0.72
H -5.54 -3.35 0.19
H -5.79 -2.98 -1.59
C -7.91 3.14 -5.82
C -7.27 1.96 -5.14
C -7.23 2.10 -3.63
O -6.77 0.93 -2.99
C -5.34 0.80 -2.98
N -8.12 0.68 -5.53
H -9.06 0.65 -5.22
H -8.27 0.53 -6.58
H -7.73 -0.22 -5.26
H -7.69 3.05 -6.89
H -7.35 4.04 -5.59
H -8.96 3.22 -5.65
H -6.22 1.85 -5.47
H -8.22 2.37 -3.20
H -6.58 2.98 -3.40
H -5.07 -0.25 -2.90
H -4.94 1.34 -2.13
H -4.88 1.21 -3.91
C 3.54 5.77 -1.17
C 3.40 5.22 -2.51
C 2.64 3.93 -2.53
O 2.22 3.70 -3.82
C 1.19 2.73 -4.07
N 2.65 6.20 -3.33
H 3.05 7.12 -3.14
H 2.71 6.00 -4.33
H 1.64 6.29 -3.04
H 2.49 5.76 -0.83
H 3.95 6.79 -1.12
H 4.08 5.07 -0.54
H 4.41 5.21 -2.98
H 1.87 3.90 -1.74
H 3.38 3.14 -2.29
H 1.59 1.71 -3.93
H 0.90 2.89 -5.12
H 0.41 2.96 -3.37
C 5.03 1.58 1.95
C 5.17 1.48 3.44
C 4.06 0.69 4.11
O 4.35 0.46 5.49
C 3.53 -0.53 6.05
N 6.50 0.77 3.85
H 7.30 1.31 3.49
H 6.50 0.70 4.86
H 6.65 -0.16 3.46
H 3.97 1.54 1.62
H 5.52 0.70 1.51
H 5.46 2.49 1.52
H 5.24 2.40 3.99
H 4.08 -0.31 3.59
H 3.12 1.19 3.85
H 2.52 -0.13 6.12
H 3.89 -0.89 7.01
H 3.60 -1.47 5.52
C 0.52 3.50 7.46
C 1.96 4.01 7.49
C 2.47 4.57 6.21
O 3.75 5.08 6.51
C 4.47 5.49 5.32
N 2.03 5.09 8.58
H 1.87 4.64 9.50
H 2.86 5.64 8.47
H 1.19 5.73 8.57
H 0.18 3.21 8.46
H 0.51 2.58 6.87
H -0.08 4.21 6.90
H 2.66 3.26 7.90
H 1.81 5.38 5.88
H 2.50 3.81 5.40
H 4.64 4.64 4.71
H 5.38 5.95 5.67
H 3.88 6.24 4.83
C -3.02 6.87 0.56
C -4.25 5.96 0.59
C -4.11 4.55 1.12
O -5.36 3.90 0.84
C -5.50 2.66 1.49
N -5.32 6.68 1.39
H -5.06 6.79 2.38
H -5.56 7.59 0.99
H -6.25 6.23 1.40
H -2.70 7.10 1.58
H -3.26 7.80 0.07
H -2.25 6.40 -0.03
H -4.68 5.87 -0.44
H -4.03 4.56 2.22
H -3.28 3.96 0.69
H -6.55 2.36 1.53
H -5.26 2.73 2.56
H -4.93 1.83 1.04
O -1.32 -3.16 -1.20
C -0.35 -4.00 -0.82
O -0.54 -5.19 -0.49
O 0.75 -3.49 -0.67
H -2.13 -3.69 -1.54
C -0.08 0.19 0.73
F 0.61 0.34 -0.41
F -1.34 -0.02 0.39
F 0.39 -0.88 1.36
S -0.02 1.81 1.74
O 1.35 1.93 2.21
O -0.48 2.85 0.83
O -0.86 1.42 2.89
*
```



Max |F| values, unit eV/A, following the record order: 4.298 5.509.
DFT total energy values, unit Ha, following the record order: -4084.0291 -3829.6752.